[1]
Density functional theory data (the ωB97M-V functional and the def2-TZVPD basis) for a single C5H4O2 molecule.

Computed properties:
Frontier orbital gap (spin up / spin down) (Eh): 0.3049 / 0.2538
Lowest unoccupied orbital energy (spin up / spin down) (eV): -0.0689 / -0.2224
E_tot (eV): -9339.22433
E_HOMO (spin up / spin down) (eV): -8.37 / -7.13

Positions of all 11 atoms, in Å:
O (2.1654, -1.5216, 0.9367)
C (1.6194, -0.6627, 0.3793)
O (-0.8334, -1.0650, 0.7598)
C (-1.5752, -0.9279, -0.4119)
C (-1.1988, 0.2881, 0.4256)
C (-0.1072, 0.9707, -0.1245)
C (1.1931, 0.4146, -0.2972)
H (-0.9617, -1.1786, -1.2959)
H (-1.9938, 0.7847, 0.9672)
H (-0.2263, 2.0237, -0.3741)
H (1.9184, 0.8741, -0.9649)

Here are the natural (NBO) charges for atoms 1 to 4, given in e: O -0.421; C 0.773; O -0.481; C 0.046

=====

[2]
Density functional theory data (the ωB97M-V functional and the def2-TZVPD basis) for a single C5H4O2 molecule.

Computed properties:
Frontier orbital gap (Eh): 0.3187
Lowest unoccupied orbital energy (eV): -0.6790
E_tot (eV): -9343.03065
SMILES string: O=C1C=CCC1=O
E_HOMO (eV): -9.35

Positions of all 11 atoms, in Å:
O (-0.5704, 2.4074, -0.2982)
C (-0.2739, 1.2511, -0.2080)
C (-1.2080, -0.1146, -0.2374)
C (-0.1361, -1.1497, -0.1171)
C (1.0593, -0.7142, 0.3034)
C (1.1451, 0.7455, 0.3034)
O (2.0768, 1.4603, 0.5873)
H (-1.7727, 0.0928, 0.6778)
H (-1.9868, -0.4799, -0.9462)
H (-0.2600, -2.1570, -0.5073)
H (1.9265, -1.3415, 0.4424)

Here are the natural (NBO) charges for atoms 1 to 4, given in e: O -0.454; C 0.529; C -0.581; C -0.077

=====

[3]
Density functional theory data (the ωB97M-V functional and the def2-TZVPD basis) for a single C5H4O2 molecule.

Computed properties:
Frontier orbital gap (spin up / spin down) (Eh): 0.2172 / 0.2165
Lowest unoccupied orbital energy (spin up / spin down) (eV): -2.5067 / -2.5916
E_tot (eV): -9339.42480
E_HOMO (spin up / spin down) (eV): -8.42 / -8.48

Positions of all 11 atoms, in Å:
O (1.2137, 0.1516, -2.0137)
C (0.7250, -0.3536, -0.9545)
C (1.0056, -0.2393, 0.5292)
C (-0.0273, 0.3645, 1.2629)
C (-1.1146, 0.6709, 0.4907)
C (-0.8883, 0.0722, -0.8211)
O (-1.6356, -0.1718, -1.7235)
H (0.8229, -1.5035, -0.8998)
H (1.7793, -0.8481, 0.9908)
H (0.0548, 0.5502, 2.3298)
H (-1.9559, 1.3022, 0.7538)

Here are the natural (NBO) charges for atoms 1 to 4, given in e: O -0.560; C 0.034; C -0.016; C -0.236

=====

Values of strongest force on any atom, in order: 1.32 1.46 0.89, all in eV/Å.